Record 1
The following is a DFT calculation (ωB97M-V/def2-TZVPD) of a 3-piece molecular cluster, C31H58BBr4Cl2N4O overall in a non-equilibrium geometry.

Properties
DFT total energy: -346978.557 eV
2S+1: 1
ΔE to the lowest compared entry with this formula, charge and spin: 0.0 kJ/mol
Net charge: +1
Kohn-Sham gap: 7.78 eV

Structure (XYZ):
```
101
Properties=species:S:1:pos:R:3:forces:R:3:lowdin_charge:R:1
C -6.59326 -0.93952 -0.71977 0.21 -0.29 -0.34 0.031
C -5.40717 -1.56427 -0.58696 -0.24 0.31 0.03 -0.162
C -4.36830 -1.18726 0.44181 0.32 0.82 -1.12 -0.155
N -3.18076 -2.03612 0.33677 -0.25 0.05 -0.37 0.153
C -1.99253 -1.65185 -0.07208 0.54 0.40 -0.28 -0.272
N -0.91249 -2.49398 -0.10817 -0.60 -0.29 1.07 0.013
C -1.21662 -3.92607 -0.08871 -0.42 -1.30 -1.22 -0.166
C 0.06148 -4.73411 -0.07601 0.21 -0.44 0.43 -0.149
C 0.22513 -5.81098 0.72562 -0.37 0.22 -0.21 0.034
C 0.11732 -2.08067 0.89434 0.62 -0.04 -0.45 -0.070
C 0.19113 -0.55105 1.08911 -0.12 -0.19 -0.09 -0.339
C 1.68339 -0.20475 1.20256 0.37 -0.35 0.38 -0.181
C 2.38977 -0.88879 2.38767 0.37 0.22 -0.26 -0.160
C 3.79883 -0.30725 2.71774 -0.26 -0.22 0.08 -0.321
C 4.42062 0.52319 1.59581 -0.23 0.53 0.08 -0.068
C 3.74262 0.41655 4.08778 0.71 -0.04 0.07 -0.159
C 4.60672 1.68327 4.25782 -0.27 0.36 0.64 -0.189
C 3.82426 2.95186 4.02076 0.09 0.08 -0.29 -0.089
C 2.83152 3.37992 4.79334 0.01 0.28 0.13 -0.372
C 1.95995 4.54135 4.38270 -0.03 -0.38 0.55 -0.064
C 2.44455 2.75329 6.10228 -0.52 -0.43 -0.44 -0.055
C -0.67767 -0.01171 2.29448 0.02 -0.31 -0.03 -0.582
Cl 0.15034 1.24590 3.26036 -0.07 0.13 -0.05 0.756
C -1.37824 -1.02854 3.21442 -0.71 0.70 0.57 -0.747
C -2.68395 -0.42966 3.75349 0.06 -0.20 -0.29 -0.129
Cl -0.42783 -1.52267 4.64382 0.21 -0.36 -0.22 0.666
C -0.39102 0.12154 -0.17806 0.17 0.61 -0.26 -0.114
B 0.61669 0.14724 -1.42613 -0.06 -0.34 -0.35 -0.533
C 0.93247 -1.08415 -2.36119 0.40 0.10 0.05 0.023
O 1.20730 1.35416 -1.65577 0.36 -0.45 0.96 0.117
N -1.77290 -0.35856 -0.43485 0.41 -0.12 0.43 0.000
C -2.34374 0.01875 -1.73677 -1.39 0.30 -0.34 -0.142
C -2.43404 1.53316 -1.96626 0.27 -0.28 0.61 -0.174
C -3.79549 1.97562 -2.52597 0.48 1.06 -0.13 -0.290
N -3.57706 2.96109 -3.59964 -0.07 -0.58 0.04 -0.035
H -6.71521 0.13492 -0.81836 -0.08 0.15 1.60 0.068
H -7.48984 -1.54472 -0.81162 0.09 0.09 -1.50 0.067
H -5.15340 -2.37833 -1.26549 -0.57 -1.05 1.04 0.108
H -4.77594 -1.32522 1.44085 -0.06 -0.15 -0.03 0.129
H -4.08252 -0.13620 0.34933 0.20 -0.04 0.20 0.129
H -3.31701 -2.99947 0.60404 0.12 -0.07 -0.14 0.147
H -1.81392 -4.16388 -0.97919 -0.11 0.33 -0.01 0.137
H -1.79970 -4.23685 0.78570 0.09 0.10 0.14 0.121
H 0.87053 -4.45898 -0.74936 0.41 1.09 0.91 0.111
H 1.05998 -5.92514 1.40913 0.95 -0.83 -1.29 0.069
H -0.53077 -6.59549 0.73949 -0.74 0.73 1.32 0.072
H -0.02562 -2.64926 1.81509 -0.10 0.11 0.07 0.126
H 1.06899 -2.42290 0.49572 0.02 0.05 -0.02 0.113
H 1.84374 0.87104 1.18974 -0.14 0.05 0.11 0.111
H 2.21227 -0.61541 0.33629 -0.31 0.26 -0.33 0.113
H 1.79169 -0.83680 3.29216 -0.10 -0.13 -0.02 0.040
H 2.51359 -1.94411 2.12933 -0.12 -0.06 0.09 0.116
H 4.44933 -1.17408 2.85300 0.04 0.02 -0.01 0.128
H 3.99559 1.53107 1.57790 -0.05 -0.02 -0.05 0.078
H 5.48879 0.66212 1.75053 0.04 -0.16 -0.05 0.080
H 4.26457 0.09856 0.60421 0.13 -0.18 0.03 0.075
H 2.72267 0.67482 4.36652 -0.07 0.01 -0.19 0.068
H 4.07906 -0.29823 4.84405 -0.11 -0.09 -0.02 0.117
H 4.91990 1.71341 5.30561 0.17 -0.09 -0.05 0.106
H 5.52513 1.66456 3.67684 -0.02 -0.07 -0.09 0.100
H 4.05245 3.57427 3.15956 0.04 -0.22 -0.20 0.105
H 1.03383 4.14139 3.95827 0.02 0.14 -0.21 0.059
H 1.64744 5.08253 5.27810 0.10 0.29 -0.12 0.076
H 2.45446 5.20588 3.67958 -0.09 0.03 -0.08 0.078
H 1.43953 2.32426 5.99423 -0.02 0.01 0.12 0.076
H 3.09239 1.93202 6.39897 0.11 0.14 0.14 0.070
H 2.36656 3.50172 6.89019 0.17 0.01 0.05 0.084
H -1.49526 0.56513 1.86888 -0.04 -0.18 -0.20 0.082
H -1.65345 -1.94142 2.69344 0.28 0.00 -0.19 0.073
H -3.26826 0.00098 2.93621 0.05 0.05 -0.02 0.067
H -2.47141 0.34914 4.48159 -0.09 -0.01 0.06 0.075
H -3.28622 -1.22291 4.19297 0.04 0.10 0.28 0.082
H -0.50272 1.17383 0.11006 -0.05 0.04 -0.14 0.149
H 0.04473 -1.44091 -2.88707 -0.07 -0.09 0.13 0.060
H 1.66502 -0.82662 -3.12983 -0.02 0.05 -0.01 0.016
H 1.35012 -1.92594 -1.80133 -0.16 -0.09 0.01 0.064
H 2.06223 1.20356 -2.07945 -0.22 0.32 -0.56 0.081
H -1.88207 -0.49310 -2.58537 0.40 0.04 0.19 0.099
H -3.37730 -0.33935 -1.75998 0.06 -0.16 0.15 0.101
H -2.28501 2.01618 -0.99684 0.00 0.04 0.00 0.117
H -1.62168 1.88537 -2.60164 -0.10 -0.03 -0.16 0.087
H -4.33303 2.47409 -1.71164 -0.33 -0.45 0.09 0.107
H -4.39042 1.14713 -2.90597 0.07 -0.06 -0.06 0.102
H -4.40444 3.05585 -4.17253 -0.04 0.24 0.06 0.068
H -3.34862 3.85210 -3.18087 -0.06 0.15 -0.23 0.076
Br 1.13099 2.07464 -4.78989 0.05 0.01 -0.18 0.704
C 3.00646 2.59487 -4.89287 -0.22 0.11 -0.07 -0.663
C 3.83234 1.59687 -5.65511 0.15 -0.05 0.08 -0.675
Br 4.18988 0.00708 -4.59073 -0.07 -0.02 0.00 0.641
H 3.35333 2.72553 -3.87249 0.06 0.03 -0.01 0.051
H 3.00717 3.55684 -5.39975 0.04 -0.01 -0.02 0.063
H 4.80899 2.01311 -5.88999 0.00 0.02 0.01 0.063
H 3.34995 1.26359 -6.56777 -0.02 0.01 0.00 0.053
Br -3.02518 -2.65475 -6.59948 -0.03 0.05 0.00 0.602
C -1.83073 -1.31644 -7.35410 0.02 -0.20 0.03 -0.689
C -1.08906 -0.57122 -6.27766 -0.10 0.15 -0.02 -0.690
Br -2.22657 0.73238 -5.38132 0.17 -0.04 0.02 0.694
H -2.43958 -0.66304 -7.97007 0.01 0.03 0.01 0.053
H -1.13695 -1.86832 -7.98385 0.02 0.01 0.01 0.061
H -0.27152 0.00700 -6.70240 -0.01 0.00 -0.03 0.035
H -0.70129 -1.23366 -5.50990 0.03 -0.03 -0.03 0.040
```
Forces are in eV/Å.

---

Record 2
The following is a DFT calculation (ωB97M-V/def2-TZVPD) of C31H35BrCl3N3O2PReSSi as an isolated structure.

Properties
DFT total energy: -179024.168 eV
2S+1: 4
ΔE to the lowest compared entry with this formula, charge and spin: 0.0 kJ/mol
Net charge: +1
Kohn-Sham gap (alpha / beta): 7.66 / 7.05 eV

Structure (XYZ):
```
79
Properties=species:S:1:pos:R:3:forces:R:3:mulliken_spin:R:1
Re -0.65227 -1.16494 -0.17988 0.31 -0.33 -0.03 2.421
O -0.03704 -4.46166 -2.43705 -0.17 -0.19 -0.28 0.024
C 0.42098 -3.66378 -1.67622 -0.06 0.69 0.28 0.007
O -0.11665 -2.41424 -1.58139 0.24 -0.54 -0.02 0.112
C 1.66478 -3.91480 -0.88634 -0.03 0.22 0.04 0.043
C 2.51271 -4.90393 -1.38065 0.09 -0.08 -0.01 -0.012
C 3.73500 -5.17128 -0.78362 -0.02 -0.03 -0.02 0.030
C 4.12031 -4.44499 0.33756 -0.02 0.06 0.01 -0.019
C 3.27739 -3.47131 0.85463 0.08 -0.04 0.07 0.042
C 2.04733 -3.19624 0.25037 0.05 0.03 0.21 0.043
S 1.07155 -2.00826 1.13938 -0.14 0.20 -0.08 0.147
H 2.18301 -5.45650 -2.25147 0.04 0.02 0.03 0.001
H 4.38256 -5.94410 -1.18817 -0.12 0.13 0.06 0.002
H 5.07614 -4.63884 0.81705 -0.16 0.03 -0.07 0.000
H 3.56287 -2.91943 1.74929 -0.06 -0.12 -0.20 0.000
Cl -2.01390 -4.10912 1.93607 -0.07 0.03 -0.02 0.005
Si -2.50444 -2.68768 0.51698 0.00 -0.10 0.20 -0.019
Cl -3.32745 -3.73990 -1.04182 -0.03 -0.03 0.02 0.000
Cl -4.05476 -1.55894 1.32776 -0.02 -0.04 0.02 -0.001
C -0.20308 -1.70560 4.47944 0.06 -0.07 0.02 0.001
C -1.23707 -1.07140 3.56332 0.08 0.38 0.23 0.015
N -1.07524 0.39490 3.43858 0.12 -0.10 0.24 0.032
C -1.08775 1.14064 4.72067 0.09 -0.24 -0.13 -0.004
C 0.29279 1.50905 5.25117 0.11 -0.06 -0.09 0.003
C -1.07496 1.04260 2.28395 -0.29 -0.16 0.15 0.049
C -1.09785 2.54658 2.32326 0.03 0.13 -0.01 0.003
N -1.13192 0.47580 1.08884 0.08 -0.21 0.09 0.026
H -0.25481 -2.79058 4.36059 -0.02 0.10 0.04 0.004
H -0.39396 -1.47317 5.53144 0.06 -0.03 -0.13 0.001
H 0.81159 -1.38857 4.22413 -0.11 -0.05 -0.03 0.000
H -2.24269 -1.25831 3.94275 -0.07 0.01 -0.01 0.003
H -1.18954 -1.51323 2.58260 0.10 0.00 -0.23 -0.015
H -1.59556 0.49318 5.43022 -0.05 -0.03 0.08 -0.001
H -1.71032 2.02207 4.61715 -0.07 0.08 -0.04 0.001
H 0.86133 0.61775 5.52443 -0.05 0.12 -0.04 0.000
H 0.19118 2.13411 6.14121 -0.01 -0.05 -0.07 0.000
H 0.87487 2.06623 4.50935 -0.07 -0.06 0.11 0.001
H -2.09115 2.89874 2.61295 0.04 -0.01 -0.02 0.003
H -0.85232 2.94535 1.34068 -0.01 0.03 0.02 -0.006
H -0.37540 2.94703 3.03108 -0.03 0.00 -0.05 0.001
H -1.21918 1.23020 0.43013 0.11 0.31 -0.22 -0.033
Br -5.07617 1.10506 -4.87213 -0.09 0.05 -0.11 0.002
C -3.97412 0.40611 -3.53558 -0.11 0.04 -0.11 0.009
C -3.91189 1.02823 -2.30236 -0.10 0.10 0.09 -0.011
C -3.05052 0.51453 -1.36403 0.00 -0.21 0.15 -0.006
N -2.26931 -0.55512 -1.59311 0.16 0.11 -0.20 -0.029
C -2.38082 -1.18520 -2.78249 -0.22 0.45 0.19 0.019
C -3.22563 -0.72974 -3.77419 0.10 -0.17 0.00 -0.011
H -4.51679 1.89743 -2.07472 0.07 -0.09 -0.03 0.000
H -2.99824 0.95414 -0.37440 -0.03 -0.07 -0.14 0.009
H -1.77803 -2.06279 -2.92903 0.16 -0.11 0.04 0.009
H -3.28752 -1.26212 -4.71472 0.02 0.06 0.07 0.000
C 2.25382 -0.33160 -2.20864 0.05 0.02 -0.05 0.004
P 0.92242 0.55648 -1.35988 -0.01 0.23 -0.03 0.109
C 0.07360 1.52446 -2.65127 -0.15 0.00 0.07 -0.014
C -0.72770 2.61734 -2.29727 0.06 0.04 -0.06 0.004
C -1.44732 3.31496 -3.25906 0.08 -0.08 0.05 0.001
C -1.39647 2.91128 -4.58990 0.00 0.00 -0.01 -0.002
C -0.62454 1.81432 -4.94786 0.01 -0.01 0.04 0.000
C 0.10722 1.12492 -3.98418 -0.02 -0.04 -0.13 0.005
C 1.78192 1.82808 -0.36167 0.02 0.04 0.06 -0.012
C 2.07309 1.59424 0.98525 -0.01 0.10 -0.05 0.012
C 2.78375 2.53180 1.72739 -0.02 -0.03 -0.03 -0.002
C 3.20343 3.71737 1.13723 0.00 -0.04 0.01 -0.001
C 2.92741 3.95579 -0.20315 -0.04 -0.02 -0.02 0.000
C 2.22541 3.01767 -0.94847 0.07 -0.06 0.07 0.001
H 2.80596 0.35210 -2.85258 0.07 -0.03 -0.01 -0.001
H 1.84980 -1.16063 -2.78831 -0.02 0.03 0.00 0.002
H 2.91932 -0.74143 -1.44807 0.00 0.00 0.01 0.003
H -0.76781 2.94962 -1.26263 0.03 0.01 -0.05 0.000
H -2.04747 4.17321 -2.97228 0.07 -0.10 -0.02 0.000
H -1.95585 3.45345 -5.34677 0.07 -0.08 0.11 0.000
H -0.58764 1.49157 -5.98276 0.02 0.03 0.09 0.000
H 0.70427 0.26979 -4.28399 -0.04 0.08 0.00 0.001
H 1.75872 0.67267 1.45450 -0.02 -0.10 0.01 -0.013
H 3.02184 2.32629 2.76670 -0.04 0.02 -0.10 0.000
H 3.75710 4.44904 1.71502 -0.04 -0.06 -0.04 0.000
H 3.26664 4.87149 -0.67522 -0.03 -0.09 0.04 0.000
H 2.04103 3.21176 -1.99581 -0.07 0.01 -0.06 0.000
```
Forces are in eV/Å.